Record 1
Below is a molecular structure, C34H79CrF12N6O15S2 at a distorted geometry, with properties calculated with ωB97M-V/def2-TZVPD.

Its expectation value of S² is 3.772. The value obtained for the HOMO energy (spin up / spin down) is -9.099 / -9.134 eV.

The geometry in ORCA input format:
```
! wB97M-V def2-TZVPD RIJCOSX def2/J DEFGRID3
* xyz 0 4
Cr 1.76089 2.10543 0.88481
C 4.62318 0.42264 0.43639
O 5.24180 0.35026 1.69722
O 3.53707 1.22502 0.50872
C 5.65726 0.82355 -0.64243
F 6.88383 0.27696 -0.49665
F 5.19524 0.47193 -1.86931
F 5.85438 2.17688 -0.68371
C 5.74502 -0.90501 2.07041
C 6.64683 -0.70922 3.30372
H 6.02149 -0.47471 4.16958
H 7.20571 -1.60924 3.55251
H 7.29875 0.14744 3.13491
H 6.39828 -1.29396 1.28391
H 4.99196 -1.63713 2.38140
H 4.18986 -0.52914 0.09715
C -0.64813 4.50474 0.80740
O -1.38482 4.05080 -0.30382
O 0.33452 3.63723 1.05800
C -0.26769 5.99794 0.49614
F -0.10567 6.27519 -0.79368
F -1.18317 6.85911 1.00042
F 0.87760 6.32115 1.16660
C -2.73776 4.39562 -0.50412
C -3.05716 4.18619 -1.97274
H -2.35278 3.48292 -2.41805
H -4.02292 3.72671 -2.19010
H -2.99908 5.13368 -2.50868
H -3.05446 5.39084 -0.17263
H -3.31064 3.71929 0.14730
H -1.34532 4.59671 1.65469
C 1.37366 -2.08399 1.51112
F 1.75130 -1.47824 2.63211
F 2.48237 -2.48548 0.92460
F 0.61941 -3.11580 1.79242
S 0.49835 -0.81280 0.35552
O 1.32901 -0.61532 -0.77703
O -0.80369 -1.32604 0.04967
N 0.50931 0.64477 1.30675
S -0.81170 0.54413 2.28972
O -0.99167 -0.75162 2.83971
O -0.69627 1.60990 3.25970
C -2.33114 1.00249 1.24786
F -3.09286 -0.06923 1.07410
F -3.03226 1.91394 1.87008
F -1.92921 1.42007 0.04688
C -0.84807 -5.74885 1.87605
C -1.97080 -4.67947 1.91587
O -3.10427 -5.33940 2.48188
H -1.20290 -6.64768 1.36013
H -0.57158 -6.12334 2.86058
H 0.01898 -5.33551 1.35928
H -2.17889 -4.19828 0.95584
H -1.55231 -3.89022 2.54100
H -3.32501 -5.97352 1.79011
C -3.55398 0.55728 -2.75912
C -3.31154 -0.92937 -2.80310
O -2.47086 -1.26403 -3.90719
H -2.61806 1.09225 -2.60105
H -4.15764 0.72652 -1.86413
H -4.07681 0.89597 -3.65171
H -4.26029 -1.47201 -2.75129
H -2.80303 -1.24878 -1.88420
H -2.70017 -2.10839 -4.30237
C 4.49285 2.69083 3.55521
C 3.26136 1.80112 3.63582
C 2.94992 1.58098 5.13793
O 1.70335 0.88696 5.21558
C 1.78662 -0.38209 5.83124
N 2.11773 2.49944 3.01516
H 5.35120 2.14995 3.97050
H 4.47239 3.61735 4.13306
H 4.76858 2.83824 2.51171
H 3.56472 0.86317 3.17416
H 2.78866 2.54762 5.62194
H 3.75474 1.00763 5.59855
H 2.24261 -0.33904 6.82478
H 2.38908 -1.04931 5.20054
H 0.76166 -0.74918 5.86332
H 1.99951 3.39922 3.48859
H 1.33276 2.06037 3.52991
C 1.76099 3.28102 -3.37998
C 2.31593 3.04841 -1.97981
C 2.61166 4.28400 -1.13142
O 2.84146 3.86398 0.20447
C 3.33438 4.95628 0.97681
N 1.35297 2.17564 -1.22371
H 2.40319 4.07453 -3.78179
H 0.79965 3.80117 -3.33171
H 1.69222 2.39635 -3.99832
H 3.29899 2.57517 -2.00542
H 1.91873 5.11261 -1.33043
H 3.51038 4.74724 -1.55886
H 3.68298 5.80244 0.38799
H 4.19787 4.58613 1.53135
H 2.58111 5.30487 1.68065
H 1.12812 1.41655 -1.89106
H 0.42821 2.62385 -1.24892
C -0.86318 -4.20238 -2.65831
C 0.11294 -5.18308 -2.03341
C 0.08402 -6.50929 -2.85069
O 1.02287 -7.47268 -2.41124
C 1.00951 -7.70654 -1.00907
N 1.44285 -4.54424 -2.05180
H -0.93552 -3.30465 -2.05026
H -1.82626 -4.73317 -2.66796
H -0.74200 -4.05438 -3.73363
H -0.16340 -5.36420 -0.99534
H 0.34218 -6.26076 -3.88127
H -0.94592 -6.88331 -2.86902
H 1.55286 -6.86858 -0.56045
H 1.65359 -8.57725 -0.88254
H 0.05734 -7.87271 -0.50387
H 1.73283 -4.44243 -3.01889
H 2.18381 -5.05258 -1.58598
C -5.96730 1.49971 0.70675
C -6.34155 0.43842 1.75366
C -7.21119 1.03170 2.87954
O -8.38525 1.63926 2.44237
C -9.35964 1.82661 3.43127
N -7.09672 -0.61850 1.04184
H -6.85806 1.60270 0.08467
H -5.20053 1.06922 0.05995
H -5.60615 2.47352 1.03023
H -5.47616 0.04752 2.29374
H -6.54407 1.72803 3.41812
H -7.36358 0.27267 3.66215
H -9.99571 2.66938 3.16900
H -8.97117 2.04295 4.43354
H -9.96403 0.92348 3.57179
H -7.48605 -1.17840 1.80178
H -7.91523 -0.08744 0.73568
C 2.37193 -0.68429 -3.62141
C 1.07543 -0.33335 -4.30679
C 0.52591 -1.59831 -4.95280
O 1.40482 -1.91709 -6.01698
C 1.08081 -3.09979 -6.70490
N 0.15517 0.23122 -3.29290
H 3.05665 -1.10173 -4.36262
H 2.34213 -1.41021 -2.80752
H 2.88106 0.18674 -3.19608
H 1.29668 0.26176 -5.19644
H -0.46498 -1.41228 -5.39486
H 0.39189 -2.46617 -4.29192
H 0.49275 -3.79497 -6.09953
H 2.02461 -3.52828 -7.04507
H 0.49746 -2.92257 -7.61782
H -0.75365 0.53891 -3.63033
H -0.13286 -0.60146 -2.77736
*
```

Löwdin population analysis, charges in e, atoms 1 to 8:
1. Cr 0.96
2. C -0.40
3. O -0.09
4. O -0.21
5. C -0.49
6. F 0.14
7. F 0.13
8. F 0.12

=====

Record 2
Below is 2 unconnected molecules or ions with the total composition C5H10O at a distorted geometry, with properties calculated with ωB97M-V/def2-TZVPD.

As for the structure (SMILES): C=CCC=C.O. The value obtained for the HOMO energy is -8.893 eV.

The geometry in ORCA input format:
```
! wB97M-V def2-TZVPD RIJCOSX def2/J DEFGRID3
* xyz 0 1
C 0.86645 2.01893 0.83616
C 0.30176 1.07648 0.12166
C -0.96365 0.34956 0.77254
C -1.43307 -0.97706 0.29273
C -1.86216 -1.27164 -1.04391
H 1.65163 2.70183 0.55687
H 0.31479 2.23082 1.85857
H 0.56711 0.82299 -0.84941
H -0.78203 0.31570 1.88128
H -1.83686 1.09679 0.56524
H -1.55525 -1.78143 1.02763
H -2.52948 -2.10674 -1.27009
H -1.47078 -0.76235 -1.95141
O 2.75692 -1.54856 -0.91715
H 3.20420 -1.18884 -1.73081
H 2.77042 -0.97648 -0.14989
*
```

natural (NBO) population analysis, charges in e, atoms 1 to 8:
1. C -0.40
2. C -0.17
3. C -0.49
4. C -0.17
5. C -0.41
6. H 0.21
7. H 0.18
8. H 0.20

=====

Record 3
Below is 2 unconnected molecules or ions with the total composition C3H5N4O at a distorted geometry, with properties calculated with ωB97M-V/def2-TZVPD.

The value obtained for the HOMO energy (spin up / spin down) is -15.337 / -15.335 eV.

The geometry in ORCA input format:
```
! wB97M-V def2-TZVPD RIJCOSX def2/J DEFGRID3
* xyz 1 1
C -0.57668 -1.88590 0.64092
C -0.51952 -0.41459 0.35022
C 0.50803 0.33487 -0.13266
N -1.74262 -2.04962 1.00803
N -1.72217 0.09855 0.45114
N 1.79957 0.29554 -0.02176
N 0.09555 1.85171 -1.57532
O -2.51269 -0.93480 0.86903
H 0.13785 -2.63151 0.75526
H 2.25075 -0.47088 0.57606
H 2.45167 0.92965 -0.40974
H -0.90029 2.27363 -1.37689
H 0.73056 2.60336 -1.13427
*
```

natural (NBO) population analysis, charges in e, atoms 1 to 8:
1. C -0.01
2. C -0.14
3. C 0.59
4. N -0.02
5. N 0.08
6. N -0.66
7. N -0.67
8. O -0.07